A structure of composition C18H29InN3O6S2Se2 in a non-equilibrium geometry. Source: the OMol25 dataset; level of theory: ωB97M-V/def2-TZVPD.

Cartesian coordinates (Å):
O1 1.03 -0.34 1.60
H1 1.43 6.09 0.99
H2 0.65 5.42 3.28
N1 1.21 1.42 3.13
H3 2.00 1.00 3.65
O2 -1.71 -6.43 -0.13
O3 0.46 -4.96 0.62
H4 2.16 4.61 1.45
H5 -0.77 -6.20 0.09
C1 -2.79 -3.01 0.89
H6 -2.62 1.87 3.60
H7 -0.83 -4.45 2.12
H8 3.42 2.31 -3.40
H9 0.78 4.65 0.25
N2 -0.37 1.36 1.40
Se1 -2.39 -1.09 1.10
C2 1.03 2.81 3.49
H10 1.01 -2.55 -6.87
H11 2.86 -0.91 -5.97
H12 -2.58 2.42 5.27
H13 -1.37 -4.45 -1.84
C3 -1.76 -3.96 0.27
S1 -0.68 1.08 -2.66
H14 0.86 -4.51 -0.17
H15 -0.73 5.44 2.12
O4 -1.46 3.27 0.74
H16 -3.72 -3.08 0.30
C4 0.21 4.92 2.38
O5 1.78 3.37 4.26
C5 0.63 0.78 2.07
S2 1.92 1.11 -1.22
N3 2.97 -1.72 -2.93
H17 1.30 -0.50 -5.24
O6 1.33 2.45 -3.48
H18 -2.10 4.25 3.38
H19 -3.41 -5.30 -0.26
H20 -1.21 1.56 4.64
H21 -0.06 -3.05 1.26
C6 1.42 -2.60 -5.85
C7 2.60 -1.57 -4.02
C8 -1.44 -3.54 -1.21
H22 -2.85 -5.49 1.36
H23 -2.17 -2.78 -1.54
H24 -2.98 -3.25 1.97
C9 2.63 3.11 -3.35
H25 2.18 -3.42 -5.80
C10 -0.75 2.69 1.54
C11 -0.21 3.49 2.81
C12 0.92 1.60 -2.51
H26 2.70 3.79 -4.22
C13 -1.97 2.33 4.36
Se2 0.31 -2.67 -1.63
H27 -0.94 4.23 4.71
In1 -0.16 -0.33 -0.37
C14 -2.48 -5.33 0.33
C15 1.20 5.05 1.19
H28 0.59 -2.89 -5.18
H29 2.71 3.65 -2.41
C16 2.04 -1.30 -5.35
C17 -1.34 3.62 3.86
C18 -0.49 -4.05 1.14

The relative energy (zero: lowest compared OMol25 entry of this formula, charge and spin) comes out at 0.000 eV. The gap between HOMO and LUMO comes out at 7.26 eV. Its charge is -1. Its molecular weight is 720.3 u. As for the HOMO energy: -0.1758 hartree.

***

A cluster of 8 separate species, C26H66N7O10S in total in a non-equilibrium geometry. Source: the OMol25 dataset; level of theory: ωB97M-V/def2-TZVPD.

Cartesian coordinates (Å):
H1 3.35 8.25 -2.63
C1 -5.80 -7.67 0.35
C2 -2.64 -7.68 -0.40
H2 5.86 6.25 0.87
O1 0.13 0.47 0.02
C3 -3.90 -8.26 -1.19
C4 -4.98 -1.25 1.94
H3 -6.15 -8.92 -2.35
C5 6.68 -1.52 3.76
O2 7.69 -0.97 1.02
H4 -5.47 -10.21 1.20
H5 -2.69 -0.73 2.74
H6 8.19 -3.40 0.18
H7 5.52 -2.80 2.59
H8 2.63 7.25 -4.05
H9 -1.53 -6.53 -1.91
H10 -4.00 5.03 3.19
H11 4.56 7.48 4.72
O3 2.37 1.03 0.52
H12 -3.67 -11.39 -0.92
H13 0.59 1.05 -4.60
H14 2.03 -1.22 -3.89
C6 -2.99 -0.12 4.83
C7 -0.89 -0.36 -4.95
H15 -7.16 -9.40 -1.02
H16 5.34 -1.28 2.17
H17 6.87 -2.50 4.18
H18 3.35 -1.37 -4.99
H19 -5.94 -6.81 -0.30
H20 4.03 6.59 2.08
H21 3.67 5.07 2.34
S1 1.10 1.52 0.09
O4 5.16 4.36 4.22
H22 -6.79 -7.91 0.72
H23 7.61 -0.95 3.76
O5 4.02 9.02 -5.44
C8 2.83 8.22 -3.59
H24 -4.28 -7.52 -1.89
H25 -2.94 -5.71 -1.34
H26 4.26 6.12 5.82
O6 1.28 2.25 -1.11
H27 -1.60 -5.84 -0.29
C9 4.78 5.53 3.92
H28 -6.63 -11.50 -1.11
H29 -5.43 -0.26 1.94
H30 -2.47 -1.96 3.82
H31 -5.59 -11.36 -2.44
N1 0.34 0.42 -5.35
H32 6.57 5.05 1.99
C10 -5.73 -10.96 -1.43
C11 5.64 5.43 1.55
O7 -4.59 6.75 0.74
N2 -5.19 -8.81 -0.42
C12 7.26 -3.34 0.74
H33 -3.02 -7.34 0.56
H34 3.03 6.68 4.59
H35 -4.10 -1.33 1.30
H36 3.07 10.66 -2.93
H37 5.34 10.48 -2.93
H38 5.80 -1.24 4.35
H39 -4.73 -12.03 0.29
H40 2.88 0.23 -4.35
H41 -2.63 5.03 -0.96
H42 5.36 11.18 -4.56
H43 -1.96 6.59 1.70
H44 6.50 -3.69 0.05
C13 -3.21 5.78 3.26
C14 4.88 11.23 -3.58
C15 1.45 -0.53 -5.74
O8 1.43 -1.13 -6.77
C16 -2.17 -6.41 -1.03
C17 7.10 -2.02 1.39
N3 6.04 -1.95 2.47
N4 4.43 5.72 2.40
C18 -4.62 -11.21 -0.42
H45 -5.14 -7.49 1.20
H46 -2.00 5.11 1.68
C19 -3.58 4.88 -0.44
H47 7.26 -4.15 1.47
H48 -3.57 -9.12 -1.76
H49 5.38 4.66 0.83
H50 -4.39 4.90 -1.16
H51 -3.42 6.82 3.52
H52 -2.10 0.51 4.72
H53 -2.25 5.47 3.69
H54 0.12 1.02 -6.13
H55 4.54 12.20 -3.23
C20 -3.70 5.94 0.68
H56 -1.25 -0.98 -5.77
C21 4.08 6.50 4.81
H57 1.84 8.64 -3.37
H58 -3.81 0.59 4.74
H59 -5.77 -1.90 1.57
H60 2.82 11.19 -4.41
O9 0.63 2.44 1.08
N5 -2.65 5.87 1.85
N6 3.48 10.66 -3.85
C22 3.44 9.28 -4.42
H61 -3.53 3.89 0.02
H62 -3.16 -0.46 5.85
H63 -0.73 -0.94 -4.05
C23 -6.16 -9.52 -1.44
N7 -3.03 -1.15 3.59
H64 -3.79 -9.68 1.10
H65 -1.59 0.46 -4.80
C24 -4.45 -1.60 3.34
H66 -1.84 -8.41 -0.28
C25 -4.66 -9.96 0.51
C26 2.51 -0.72 -4.73
O10 -5.08 -2.27 4.11

The gap between HOMO and LUMO comes out at 3.85 eV. Its charge is +5. Its molecular weight is 668.9 u. As for the HOMO energy: -0.4879 hartree.

***

An isolated molecule of C2H3NOS in a non-equilibrium geometry. Source: the OMol25 dataset; level of theory: ωB97M-V/def2-TZVPD.

Cartesian coordinates (Å):
C1 1.18 -0.72 -0.37
S1 0.24 -1.92 0.41
N1 -0.13 -0.46 -0.57
H1 -0.23 0.78 1.11
H2 -1.80 0.49 0.17
C2 -0.85 0.68 0.24
H3 -0.72 1.61 -0.34
O1 2.31 -0.47 -0.64

The relative energy (zero: lowest compared OMol25 entry of this formula, charge and spin) comes out at 2.143 eV. The gap between HOMO and LUMO comes out at 9.60 eV. Its molecular weight is 89.1 u. The SMILES is CN1SC1=O. As for the HOMO energy: -0.3418 hartree.

***

A cluster of 3 separate species, C4H15NO2 in total in a non-equilibrium geometry. Source: the OMol25 dataset; level of theory: ωB97M-V/def2-TZVPD.

Cartesian coordinates (Å):
H1 -0.97 -1.05 0.90
N1 0.57 -1.23 2.22
H2 0.19 1.95 -5.25
H3 0.28 2.65 -2.51
H4 1.15 -1.77 1.68
H5 2.25 0.90 0.67
H6 -1.07 -3.41 2.65
H7 -1.28 3.43 -2.35
H8 -1.45 -0.88 2.57
H9 -0.83 -3.63 1.18
H10 -2.36 -3.17 1.50
H11 2.12 0.10 2.77
C1 1.21 0.57 0.62
C2 -0.88 -1.44 1.82
H12 0.71 1.43 0.09
O1 -0.16 2.01 -6.11
H13 0.23 0.89 2.75
C3 -1.32 -2.92 1.79
H14 0.35 2.71 -6.55
H15 0.86 -0.31 0.15
O2 -0.59 2.90 -2.83
C4 0.98 0.27 2.22

The relative energy (zero: lowest compared OMol25 entry of this formula, charge and spin) comes out at 3.662 eV. The gap between HOMO and LUMO comes out at 9.08 eV. Its molecular weight is 109.2 u. The SMILES is CCNCC.O.O. As for the HOMO energy: -0.3144 hartree.

***

A structure of composition C21H21AuN6S2 in a non-equilibrium geometry. Source: the OMol25 dataset; level of theory: ωB97M-V/def2-TZVPD.

Cartesian coordinates (Å):
H1 2.38 -5.56 1.45
H2 -2.56 2.08 -3.66
N1 -0.45 -1.26 2.20
H3 -0.36 4.06 -1.71
C1 2.28 -1.12 -1.90
H4 3.97 -0.97 1.03
C2 -2.47 2.10 2.01
H5 -2.98 4.28 -2.10
H6 -0.80 -0.11 -3.92
Au1 0.02 0.31 0.95
H7 2.82 -3.54 0.12
C3 4.63 -0.82 -2.30
H8 -4.61 1.64 4.59
H9 5.86 -0.67 -0.55
N2 1.44 -1.25 0.35
H10 3.16 -1.02 -3.84
C4 0.27 -2.39 2.09
C5 0.82 -4.67 2.62
H11 -4.03 3.32 2.81
N3 -1.78 1.61 -3.21
N4 -1.38 -1.08 3.09
C6 3.81 -0.97 -0.04
C7 1.80 -4.67 1.63
H12 0.66 -5.55 3.22
H13 -3.28 -0.48 4.68
H14 -2.45 4.20 -3.80
C8 -1.68 0.18 -3.35
N5 -0.99 3.65 -2.40
C9 0.05 -3.54 2.85
N6 -1.76 0.98 2.05
S1 0.17 3.42 0.35
H15 -1.85 5.48 -2.75
C10 -2.14 4.44 -2.78
C11 -3.50 2.39 2.89
C12 -0.87 2.34 -2.57
C13 -2.06 0.05 3.02
H16 -1.62 -0.28 -2.36
C14 2.50 -1.12 -0.52
H17 -2.19 2.82 1.25
H18 -2.57 -0.19 -3.85
C15 -3.10 0.29 3.94
S2 0.52 1.49 -1.91
C16 1.30 -2.37 1.09
C17 2.05 -3.54 0.88
C18 0.55 1.92 -0.18
C19 4.86 -0.81 -0.93
C20 -3.82 1.45 3.88
H19 1.28 -1.30 -2.26
H20 5.46 -0.71 -2.98
H21 -0.71 -3.51 3.61
C21 3.34 -0.99 -2.78

The relative energy (zero: lowest compared OMol25 entry of this formula, charge and spin) comes out at 0.000 eV. The gap between HOMO and LUMO (alpha / beta) comes out at 5.22 / 5.96 eV. Its spin multiplicity is 2. Its charge is +1. Its molecular weight is 618.5 u. As for the HOMO energy (alpha / beta): -0.3511 / -0.3707 hartree. The expectation value of S² is 1.040.

***

A cluster of 2 separate species, C3H9NO2 in total in a non-equilibrium geometry. Source: the OMol25 dataset; level of theory: ωB97M-V/def2-TZVPD.

Cartesian coordinates (Å):
H1 -0.81 1.95 5.48
C1 -1.15 0.41 -1.24
H2 0.27 -0.49 -2.83
H3 -1.88 0.12 -1.95
O1 -0.39 2.70 5.82
C2 0.23 -0.05 -1.76
H4 -0.61 3.50 5.41
H5 1.68 -3.13 -1.29
H6 -1.25 0.08 -0.19
O2 -0.28 -2.09 -0.33
H7 -1.32 1.52 -1.19
H8 0.95 0.63 -1.54
H9 2.48 -1.65 -1.65
N1 1.60 -2.08 -1.67
C3 0.47 -1.41 -1.05

The relative energy (zero: lowest compared OMol25 entry of this formula, charge and spin) comes out at 1.679 eV. The gap between HOMO and LUMO comes out at 10.68 eV. Its molecular weight is 91.1 u. The SMILES is CCC(N)=O.O. As for the HOMO energy: -0.3637 hartree.

***

An isolated molecule of C5H8O2. Source: the OMol25 dataset; level of theory: ωB97M-V/def2-TZVPD.

Cartesian coordinates (Å):
H1 -0.58 0.11 -2.45
H2 -0.91 -1.04 2.51
H3 0.96 0.74 2.02
C1 -0.58 -0.83 1.49
C2 -0.94 0.48 0.80
H4 -1.56 1.20 1.33
C3 -0.21 0.53 -1.51
H5 -0.57 -1.70 0.85
C4 1.01 -0.30 -1.11
O1 1.46 -0.04 0.21
O2 -1.28 0.45 -0.57
C5 0.49 0.20 1.20
H6 0.82 -1.37 -1.26
H7 1.82 -0.01 -1.80
H8 0.09 1.58 -1.69

The relative energy (zero: lowest compared OMol25 entry of this formula, charge and spin) comes out at 2.283 eV. The gap between HOMO and LUMO comes out at 10.23 eV. Its molecular weight is 100.1 u. The SMILES is C1CO[C@@H]2C[C@@H]2O1. As for the HOMO energy: -0.3371 hartree.

***

An isolated molecule of C7H12 in a non-equilibrium geometry. Source: the OMol25 dataset; level of theory: ωB97M-V/def2-TZVPD.

Cartesian coordinates (Å):
C1 -0.52 1.25 1.32
H1 -2.44 -0.49 -0.02
H2 -0.04 3.07 2.42
C2 -1.66 -0.75 -0.73
H3 1.25 0.11 -1.91
C3 0.60 -0.75 -1.70
H4 -1.60 1.22 1.30
H5 0.94 -2.86 -1.44
H6 0.10 -1.04 -2.62
C4 1.45 -1.92 -1.22
H7 -0.38 1.69 3.41
C5 0.07 2.00 2.46
H8 -1.96 -1.41 -1.53
H9 1.14 1.80 2.60
C6 -0.41 -0.30 -0.67
C7 0.13 0.50 0.43
H10 1.62 -1.86 -0.15
H11 1.21 0.50 0.48
H12 2.43 -1.94 -1.70

The relative energy (zero: lowest compared OMol25 entry of this formula, charge and spin) comes out at 0.955 eV. The gap between HOMO and LUMO comes out at 9.68 eV. Its molecular weight is 96.2 u. The SMILES is C=C(/C=C/C)CC. As for the HOMO energy: -0.3134 hartree.